Computed, not measured: C10H18O5S in the gas phase at a distorted geometry, with ωB97M-V/def2-TZVPD.

Geometry (Å):
S: -3.63615 0.79254 1.41872
O: -3.19881 0.03959 -0.02228
O: -5.03563 0.40235 1.74654
O: -2.39768 0.33300 2.44514
O: -0.01938 -3.25961 -1.27567
O: -3.68175 2.28687 1.31739
C: -0.22281 1.37843 -1.68327
C: -1.22404 1.33351 -0.44697
C: -1.53130 -1.36184 -1.00654
C: 1.87528 0.88148 -0.06810
C: -1.45054 -0.37027 1.55468
C: 2.60816 -0.50753 0.34835
C: 4.09134 -0.30002 0.89028
C: -1.71668 -0.13075 -0.01936
C: -0.48276 -2.44789 -0.46617
C: 1.15858 0.61431 -1.46762
H: 1.87306 0.99742 -2.27747
H: -1.31030 -1.09003 -2.07799
H: -0.43056 -0.00113 1.88654
H: -0.17611 -2.54958 0.61947
H: 1.17740 1.11866 0.78781
H: -2.53560 -1.91394 -1.01929
H: 2.66966 -1.23952 -0.51800
H: 2.67665 1.67319 -0.16157
H: 4.11929 0.43044 1.75192
H: -0.75224 0.89208 -2.57528
H: 1.95013 -1.00734 1.14448
H: 4.49392 -1.32738 1.19243
H: -0.10819 2.47542 -1.97609
H: -2.14701 1.93192 -0.75656
H: 4.74736 0.02785 0.01734
H: -1.59504 -1.44885 1.91040
H: -0.81657 1.84598 0.48405
H: 1.02834 -0.49936 -1.69727

Its orbital gap is 0.3952 Eh. The calculation puts the HOMO energy at -10.58 eV. Its SMILES is CCCCCC[C@@]1(CC=O)COS(=O)(=O)O1.